{"formula": "C44H121N11O11", "method": "wB97M-V/def2-TZVPD", "symbols": ["H", "H", "H", "H", "H", "H", "C", "H", "H", "C", "H", "H", "H", "C", "H", "H", "C", "H", "H", "H", "H", "C", "O", "H", "H", "N", "H", "H", "H", "C", "H", "H", "C", "C", "H", "H", "C", "H", "N", "H", "N", "H", "H", "H", "O", "H", "H", "H", "H", "H", "H", "N", "H", "O", "C", "C", "C", "C", "O", "H", "H", "O", "H", "O", "H", "H", "C", "H", "O", "C", "H", "C", "H", "H", "H", "H", "H", "H", "H", "H", "H", "C", "H", "H", "N", "C", "C", "C", "H", "H", "H", "C", "H", "H", "H", "C", "H", "H", "H", "H", "H", "H", "H", "H", "H", "H", "N", "C", "H", "H", "H", "H", "H", "O", "H", "H", "C", "H", "H", "O", "C", "H", "H", "H", "C", "N", "H", "C", "H", "H", "O", "O", "H", "C", "H", "H", "H", "H", "C", "H", "C", "H", "H", "H", "H", "H", "H", "C", "H", "C", "C", "H", "H", "C", "H", "N", "H", "H", "H", "H", "C", "H", "H", "C", "H", "H", "C", "C", "C", "H", "H", "N", "N", "C", "C", "H", "H", "H", "H", "H", "C", "C", "H", "N", "C", "H", "H"], "positions_angstrom": [[6.038, 6.671, 0.223], [-5.661, 0.412, -2.791], [-4.323, 4.712, 7.879], [-8.043, 1.834, -2.834], [-6.016, -0.254, -0.154], [3.102, -2.029, 0.598], [1.759, 0.660, 5.570], [3.321, 3.732, 9.368], [-3.102, 4.086, 3.866], [-0.935, -6.791, -2.316], [-4.707, 3.145, 7.056], [-1.247, -7.813, -2.526], [3.257, -2.022, -5.457], [2.824, 3.670, 7.138], [-1.782, -1.589, 4.029], [3.301, 9.111, 0.972], [1.813, -7.959, -6.423], [-5.350, -4.369, -1.371], [0.619, -2.099, -5.032], [0.944, -5.108, 5.978], [2.077, -5.798, 3.665], [3.838, 7.184, 0.360], [2.506, -0.224, 1.494], [1.039, 3.921, 1.235], [1.039, 5.217, 2.585], [2.672, 5.121, 7.207], [4.983, -1.205, 3.868], [2.151, 8.134, 0.437], [-0.934, -6.435, -1.285], [2.951, -2.993, -5.845], [1.092, 0.114, 6.237], [-4.207, 1.252, -2.720], [-0.632, -3.224, -8.754], [5.396, 7.496, 0.530], [3.730, 1.521, 1.712], [2.314, 4.195, 2.343], [-3.190, 3.568, 4.821], [-0.611, -2.307, -8.165], [-4.609, 5.581, 5.568], [3.711, 6.720, -0.618], [0.397, 6.068, -1.653], [-4.317, -0.540, -0.749], [3.020, 6.830, 2.314], [-0.212, -2.985, -5.956], [-2.014, 3.037, 5.364], [-3.807, -3.681, -1.125], [0.901, -8.276, -6.930], [6.427, -2.186, 2.176], [4.134, 5.651, 1.706], [2.487, -0.075, 5.226], [3.369, 2.185, 8.644], [4.182, -1.370, 3.276], [2.776, 5.511, -2.470], [-0.033, -2.345, 4.871], [0.821, 1.263, -2.624], [-0.835, -0.612, 1.085], [-3.871, -2.242, -3.675], [-3.977, 3.943, 7.189], [2.196, 5.577, 0.735], [-0.536, -6.895, -4.912], [5.809, -2.341, 0.419], [-0.696, -1.758, -0.994], [1.067, 0.728, -3.541], [0.753, 2.670, -2.908], [-2.428, 1.499, 4.137], [-0.125, -3.173, -9.717], [1.535, -2.979, -6.420], [0.187, -5.251, -3.885], [-5.252, 1.444, -0.987], [-5.021, 0.164, -0.306], [3.205, -3.599, -4.975], [1.840, 2.899, 6.292], [3.700, -3.311, -6.571], [0.963, -0.848, -0.204], [-4.671, -4.042, -4.564], [0.382, 7.025, -1.978], [-1.647, -1.329, 1.208], [-8.083, 3.460, -3.072], [5.281, -0.320, 1.879], [-1.832, 0.636, -0.321], [5.257, -3.306, 1.819], [0.740, 3.616, -1.918], [1.667, 6.415, -3.604], [-0.227, 3.376, -1.476], [3.111, 8.404, 0.276], [-6.023, 2.520, -3.103], [1.556, 4.722, 1.763], [2.652, -4.891, 3.850], [-0.101, 5.065, -3.404], [5.512, 7.679, 1.599], [-4.534, -1.428, -3.969], [4.636, -1.198, 1.902], [3.963, -0.678, 0.006], [-4.716, -3.203, -5.926], [0.842, 2.981, 6.722], [-1.268, 0.773, 0.602], [-2.734, 5.267, 6.167], [3.848, 3.592, 6.772], [2.272, -3.039, 4.948], [-2.048, -2.944, 5.073], [2.386, -7.415, -7.174], [-0.243, 1.063, -2.499], [5.695, 8.455, 0.108], [1.877, -3.840, -8.397], [-4.623, 0.235, 0.707], [-1.818, -6.284, -2.703], [1.821, -4.607, 5.986], [1.349, -4.089, -7.476], [1.812, -5.334, -3.679], [-0.452, 1.485, 0.473], [-5.659, 3.527, -2.902], [-4.451, 6.234, 4.814], [3.585, -0.556, 3.240], [-0.009, -4.249, -8.027], [-3.018, 3.544, 7.517], [-1.498, -1.282, 5.741], [0.330, -7.418, -4.505], [1.704, -3.835, 6.625], [-1.471, -1.830, -5.179], [1.576, -7.145, -5.248], [3.529, -1.080, 0.921], [1.276, 1.158, 4.730], [2.875, -4.248, 2.999], [-1.903, -3.031, -6.424], [-7.449, 2.715, -2.592], [0.601, -3.054, -5.361], [-7.442, 2.749, -1.503], [0.662, 5.041, -2.625], [-4.037, -4.885, -2.438], [-5.374, 5.057, 5.168], [2.470, 1.710, 6.210], [-4.710, -3.005, -2.822], [0.236, -3.559, 3.156], [-4.469, -4.031, -1.916], [1.156, -7.313, -2.524], [-5.000, 2.398, -4.776], [-3.245, -1.628, -3.027], [1.426, -2.091, -7.042], [1.776, -3.978, 4.704], [3.612, -5.265, 4.206], [0.069, -1.390, 0.105], [1.774, -5.027, -7.121], [-6.263, 3.360, -4.964], [2.293, -8.871, -6.068], [-0.961, 1.313, 5.265], [0.134, -8.490, -4.492], [0.875, -0.303, 2.219], [-1.539, 1.941, 4.587], [-2.457, -3.828, -4.299], [0.409, -6.740, -3.075], [-1.447, -2.042, 4.962], [-0.988, 2.150, 3.671], [2.166, 1.538, 2.350], [5.594, -2.324, 1.488], [-1.959, 1.095, 1.381], [-0.108, -0.500, 2.339], [2.172, 4.784, -4.062], [0.099, -1.484, 2.430], [-0.807, -2.531, -2.855], [1.855, 2.978, 8.975], [2.856, 3.145, 8.577], [0.571, -2.297, 0.442], [3.275, 5.368, 7.979], [-2.295, -2.305, -5.712], [2.437, 1.442, 0.496], [0.768, -2.772, -2.238], [2.729, 1.144, 1.503], [3.312, 6.302, 1.407], [-3.564, 4.620, 5.881], [1.605, 3.435, -1.280], [-3.080, -1.694, -6.159], [-4.138, -3.841, -5.398], [0.920, -5.424, -3.213], [-0.277, -2.752, -1.928], [-3.114, -3.074, -4.731], [1.168, 5.989, -1.005], [1.905, 3.393, 5.323], [-0.408, -4.379, 4.500], [1.495, 0.985, -1.814], [1.718, 5.344, 7.451], [1.985, 5.447, -3.217], [0.310, -3.600, 4.243], [-1.646, -3.400, -9.115], [-5.992, 2.458, -4.600], [-5.247, 1.344, -2.407], [-0.626, -3.741, -1.633], [-4.068, 2.921, 4.814]], "lowdin_charge": [0.072, 0.112, 0.077, 0.072, 0.088, 0.132, -0.060, 0.069, 0.127, -0.053, 0.078, 0.075, 0.072, -0.436, 0.059, 0.075, -0.094, 0.090, 0.077, 0.066, 0.076, -0.464, -0.277, 0.071, 0.089, 0.026, 0.086, 0.068, 0.077, -0.054, 0.092, 0.113, -0.129, -0.032, 0.096, 0.062, -0.220, 0.077, 0.023, 0.120, 0.026, 0.072, 0.135, 0.011, -0.186, 0.083, 0.082, 0.076, 0.120, 0.076, 0.072, 0.082, 0.074, -0.223, -0.059, -0.391, -0.169, -0.065, -0.216, 0.118, 0.083, -0.201, 0.080, -0.225, 0.078, 0.085, -0.463, 0.048, -0.186, -0.069, 0.070, -0.254, 0.076, 0.099, 0.052, 0.072, 0.138, 0.074, 0.128, 0.067, 0.072, -0.201, 0.078, 0.119, 0.033, -0.407, -0.069, -0.068, 0.139, 0.067, 0.123, -0.478, 0.133, 0.077, 0.137, -0.031, 0.136, 0.136, 0.118, 0.081, 0.076, 0.085, 0.070, 0.121, 0.073, 0.054, 0.022, -0.123, 0.067, 0.066, 0.122, 0.065, 0.043, -0.208, 0.070, 0.083, -0.145, 0.071, 0.071, -0.222, -0.151, 0.067, 0.053, 0.064, -0.080, 0.076, 0.075, -0.411, 0.075, 0.064, -0.181, -0.220, 0.104, -0.101, 0.132, 0.054, 0.109, 0.130, -0.442, 0.075, -0.222, 0.109, 0.063, 0.082, 0.070, 0.118, 0.032, -0.092, 0.130, -0.459, -0.080, 0.072, 0.085, -0.052, 0.066, 0.077, 0.076, 0.042, 0.054, 0.078, -0.071, 0.121, 0.059, -0.058, 0.086, 0.077, -0.105, -0.188, -0.452, 0.116, 0.100, 0.054, 0.056, -0.088, -0.460, 0.025, 0.126, 0.111, 0.074, 0.066, -0.070, -0.160, 0.092, 0.022, -0.192, 0.069, 0.124], "relative_energy_ev": 10.4535, "largest_force_ev_per_a": 4.05, "e_tot_ev": -86488.7809, "homo_lumo_gap_ha": 0.32766, "smiles": "COC[C@H](C)N.COC[C@H](C)N.COC[C@H](C)N.COC[C@H](C)N.COC[C@H](C)N.COC[C@H](C)N.COC[C@H](C)N.COC[C@H](C)N.COC[C@H](C)N.COC[C@H](C)N.COC[C@H](C)N"}